No. 1
{"formula": "C22H44Br2CaCl2CsNNaO11Si2", "method": "ωB97M-V/def2-TZVPD", "homo_lumo_gap_ev": 0.890, "e_tot_ha": -9254.07867, "de_lowest_kcal_mol": 0.00, "multiplicity": 1, "homo_ev": -2.0, "charge": -1, "symbols": ["C", "C", "O", "C", "O", "C", "C", "C", "Si", "O", "Si", "Br", "C", "Br", "C", "C", "H", "H", "H", "H", "H", "H", "H", "H", "H", "H", "H", "H", "H", "H", "H", "H", "H", "H", "H", "H", "N", "C", "C", "C", "C", "C", "H", "H", "H", "H", "H", "O", "C", "C", "O", "H", "H", "H", "H", "Na", "Ca", "O", "H", "C", "Cl", "Cl", "H", "H", "C", "O", "H", "H", "H", "H", "Cs", "C", "C", "C", "O", "H", "H", "H", "H", "H", "H", "H", "C", "O", "O", "O", "H"], "coordinates": [[5.1156, 4.9374, -0.5902], [5.3007, 3.5511, -0.0139], [6.3386, 2.7873, -0.7055], [5.7456, 1.8554, -1.5446], [5.7765, 0.7057, -1.2444], [5.1131, 2.3667, -2.7992], [3.9600, 1.4859, -3.2194], [2.7902, 1.9811, -2.3936], [1.0635, 1.5619, -2.9245], [0.5143, 0.0237, -2.5951], [1.0036, -0.6819, -1.2230], [2.8221, -1.9118, -1.4442], [-0.0881, 2.7924, -2.1697], [-1.0590, 1.9112, -0.7540], [0.5957, 4.0995, -1.7665], [0.8818, 4.9137, -3.0489], [4.0792, 5.2389, -0.5037], [5.3531, 4.9521, -1.6536], [5.7476, 5.6123, -0.0084], [5.6439, 3.6515, 1.0021], [4.3771, 2.9919, 0.0074], [4.7252, 3.3660, -2.6914], [5.9016, 2.4278, -3.5450], [3.7457, 1.7006, -4.2615], [4.1652, 0.4282, -3.1783], [2.9463, 1.7769, -1.3376], [2.8268, 3.0563, -2.5105], [1.0035, 1.7246, -4.3984], [1.1566, 0.2764, -0.1295], [-0.0951, -1.5763, -0.7994], [-0.8232, 3.0882, -2.9046], [1.5285, 3.9138, -1.2623], [-0.0449, 4.6691, -1.1189], [1.9484, 5.0493, -3.1691], [0.4557, 4.4674, -3.9385], [0.4354, 5.8917, -2.9424], [4.6312, -3.2078, 3.4946], [4.6259, -2.4998, 2.3700], [4.9729, -3.0225, 1.1318], [5.3474, -4.3532, 1.0624], [5.3582, -5.1038, 2.2259], [4.9911, -4.4835, 3.4108], [4.3276, -1.4619, 2.4698], [4.9494, -2.4029, 0.2482], [5.6250, -4.7988, 0.1157], [5.6434, -6.1469, 2.2182], [4.9823, -5.0352, 4.3446], [-3.7536, 2.2828, 2.8455], [-4.7889, 2.6745, 2.3416], [-4.2050, 3.7415, 0.8051], [-5.1723, 4.2102, 0.2287], [-5.4435, 3.3810, 2.8990], [-5.4615, 1.9704, 1.8169], [-3.5898, 2.9780, 0.3138], [-3.4872, 4.4632, 1.2470], [6.9947, 5.7308, -1.4248], [-0.5616, -3.6227, -0.7387], [1.7265, 4.5869, 1.1710], [1.1277, 3.8229, 1.1828], [-2.4744, -7.9978, 0.5069], [-2.0748, -6.6769, -0.6460], [-1.0669, -8.9921, 0.8841], [-2.8428, -7.5461, 1.4187], [-3.2351, -8.6260, 0.0641], [-3.6064, -4.6670, -3.8835], [-2.6718, -3.9012, -3.1597], [-3.4910, -5.7087, -3.6006], [-4.6216, -4.3444, -3.6534], [-3.4135, -4.5694, -4.9663], [-2.7891, -2.9767, -3.4177], [-2.9380, -7.1456, -4.6676], [-6.1577, 0.3721, 5.6061], [-6.8569, 0.0740, 4.2596], [-6.6692, -1.4461, 3.9547], [-6.2767, 0.7939, 3.2745], [-5.0930, 0.1439, 5.5463], [-6.2736, 1.4249, 5.8750], [-6.5883, -0.2292, 6.4214], [-7.9516, 0.2297, 4.4368], [-5.6229, -1.7282, 3.8727], [-7.1640, -1.7342, 3.0283], [-7.1119, -2.0441, 4.7676], [-4.7910, -2.6682, 1.1178], [-4.4215, -3.0905, 2.2391], [-4.2939, -1.3522, 0.8329], [-5.4746, -3.1971, 0.2313], [-3.8184, -1.1860, 1.6571]]}

---

No. 2
{"formula": "C22H44Br2O10S5", "method": "ωB97M-V/def2-TZVPD", "homo_lumo_gap_ev": 10.054, "e_tot_ha": -8755.98081, "de_lowest_kcal_mol": 0.00, "multiplicity": 1, "homo_ev": -9.9, "symbols": ["O", "S", "O", "C", "C", "C", "C", "H", "H", "H", "H", "H", "H", "H", "H", "O", "S", "O", "C", "C", "C", "C", "H", "H", "H", "H", "H", "H", "H", "H", "O", "S", "O", "C", "C", "C", "C", "H", "H", "H", "H", "H", "H", "H", "H", "O", "S", "O", "C", "C", "C", "C", "H", "H", "H", "H", "H", "H", "H", "H", "O", "S", "O", "C", "C", "C", "C", "H", "H", "H", "H", "H", "H", "H", "H", "Br", "C", "C", "Br", "H", "H", "H", "H"], "coordinates": [[-5.3823, -0.2819, -4.3973], [-4.5409, 0.4446, -5.3157], [-5.0769, 1.0226, -6.5234], [-3.5647, 1.6901, -4.4196], [-2.1354, 1.3706, -4.8346], [-2.0344, -0.1471, -4.8147], [-3.1155, -0.5928, -5.7713], [-3.7175, 1.4788, -3.3653], [-3.9541, 2.6828, -4.6271], [-1.9164, 1.7871, -5.8220], [-1.4441, 1.8677, -4.1499], [-2.2491, -0.5009, -3.8055], [-1.0554, -0.5109, -5.1253], [-3.4886, -1.6075, -5.8554], [-2.9579, -0.2001, -6.7801], [-1.4147, 2.1077, 0.6720], [-0.9072, 1.4377, -0.4932], [-1.7823, 1.0932, -1.5874], [0.4999, 2.3718, -1.1018], [1.5136, 1.3369, -1.5403], [1.5089, 0.2752, -0.4422], [0.0663, -0.0118, 0.0007], [0.8038, 2.8417, -0.1590], [0.2037, 3.1853, -1.7604], [1.2584, 0.9347, -2.5250], [2.4814, 1.8249, -1.6595], [2.0650, 0.6308, 0.4253], [1.9713, -0.6464, -0.8047], [-0.0672, -0.2333, 1.0556], [-0.3289, -0.8440, -0.5879], [1.9600, -0.6861, 5.0198], [2.0166, -1.3441, 3.7317], [0.7811, -1.5951, 3.0316], [3.2484, -0.5001, 2.7247], [4.5271, -1.2566, 2.9789], [4.1145, -2.7379, 2.9389], [2.9238, -2.8812, 3.8880], [3.1513, 0.5616, 2.9581], [2.8933, -0.5705, 1.6927], [5.3357, -1.0801, 2.2662], [4.9595, -0.9301, 3.9315], [4.9608, -3.3587, 3.2202], [3.7709, -2.9587, 1.9307], [3.2075, -3.0551, 4.9232], [2.2832, -3.7073, 3.5799], [1.0571, 2.0597, 2.2359], [0.4008, 2.8428, 3.2632], [0.0896, 4.2331, 3.0591], [-1.0876, 2.0209, 3.9025], [-0.7515, 1.5049, 5.2884], [0.2160, 2.5586, 5.8635], [1.3173, 2.6727, 4.8311], [-1.3622, 1.2680, 3.1603], [-1.8806, 2.7673, 3.8427], [-1.6146, 1.3865, 5.9372], [-0.2144, 0.5651, 5.1595], [0.6853, 2.1751, 6.7765], [-0.2943, 3.4849, 6.1201], [1.9198, 1.7692, 4.8343], [1.9300, 3.5704, 4.9080], [0.1975, -5.2619, 2.0983], [0.8190, -4.9471, 0.8367], [2.1820, -4.4790, 0.8793], [0.6229, -6.4153, -0.1856], [-0.7159, -6.1921, -0.9068], [-0.5977, -4.7589, -1.4000], [-0.2275, -3.8685, -0.2127], [0.7571, -7.3308, 0.3806], [1.4294, -6.4066, -0.9309], [-0.8105, -6.9313, -1.6933], [-1.4640, -6.2661, -0.1128], [-1.4813, -4.4282, -1.9444], [0.2425, -4.6834, -2.0992], [-1.0634, -3.5287, 0.3906], [0.4307, -3.0680, -0.5337], [-2.9213, 6.0967, -5.0863], [-1.2960, 5.7036, -4.0323], [-1.6928, 5.4384, -2.6016], [-0.1510, 5.7970, -1.4406], [-0.6381, 6.5636, -4.0414], [-0.8593, 4.8650, -4.5551], [-2.0398, 4.4274, -2.3965], [-2.5054, 6.0876, -2.2957]]}

---

No. 3
{"formula": "C22H44Cl2HfO5SSi", "method": "ωB97M-V/def2-TZVPD", "homo_lumo_gap_ev": 3.098, "e_tot_ha": -2897.36410, "multiplicity": 1, "homo_ev": 1.0, "charge": -2, "symbols": ["C", "C", "C", "C", "C", "C", "C", "C", "C", "C", "Hf", "Cl", "Cl", "O", "H", "H", "H", "H", "H", "H", "H", "H", "H", "H", "H", "H", "H", "H", "H", "H", "O", "H", "C", "C", "C", "C", "O", "Si", "S", "O", "C", "C", "C", "C", "O", "C", "C", "C", "C", "H", "H", "H", "H", "H", "H", "H", "H", "H", "H", "H", "H", "H", "H", "H", "H", "H", "H", "H", "H", "H", "H", "H", "H", "H", "H", "H"], "coordinates": [[-0.7564, 0.8934, -4.9085], [-1.6041, -0.2050, -4.5934], [-0.7794, -1.3325, -4.3303], [-3.0744, -0.1882, -4.5502], [0.5666, -0.9559, -4.5763], [0.5910, 0.4431, -4.8405], [1.7909, 1.2877, -4.9515], [-1.2073, 2.2592, -5.2155], [-1.2551, -2.6455, -3.8434], [1.7301, -1.8640, -4.5244], [0.6796, 1.3094, -0.8906], [-1.8225, 1.1374, -1.3990], [0.3829, 3.2935, -2.2606], [1.4847, 0.0221, -2.0910], [-3.4654, 0.7946, -4.2696], [-3.4550, -0.9126, -3.8224], [-3.4973, -0.4492, -5.5314], [-1.9278, -2.5166, -2.9824], [-0.4165, -3.2712, -3.5112], [-1.8097, -3.1901, -4.6221], [1.7989, -2.3796, -3.5527], [2.6689, -1.3133, -4.6817], [1.6578, -2.6384, -5.3063], [2.6529, 0.7826, -4.5007], [1.6595, 2.2270, -4.3965], [2.0257, 1.5265, -5.9989], [-2.0711, 2.5223, -4.5951], [-1.5039, 2.3560, -6.2705], [-0.4190, 2.9885, -5.0076], [2.2773, -0.5283, -1.9096], [2.4570, 2.1196, -0.5323], [2.9735, 2.6905, -1.1303], [1.6228, 3.4065, 1.9935], [1.7405, 1.9362, 2.3388], [3.1719, 1.4613, 2.1759], [1.2615, 1.7027, 3.7591], [0.8993, 1.1910, 1.3444], [-0.0905, -0.1329, 1.7875], [-0.3321, -1.0985, 0.0509], [0.6332, -0.9974, 2.9900], [1.1021, -2.3503, 3.2463], [1.4464, -3.0834, 1.9578], [2.3616, -2.2331, 4.1007], [0.0096, -3.0995, 4.0059], [-1.3325, 0.7401, 2.4440], [-2.6878, 0.4158, 2.8126], [-3.3536, -0.4563, 1.7607], [-2.6581, -0.2679, 4.1699], [-3.4448, 1.7337, 2.9015], [2.1758, 3.9969, 2.7308], [0.5761, 3.7262, 2.0019], [2.0603, 3.5994, 1.0068], [3.8338, 1.9514, 2.9024], [3.2417, 0.3785, 2.3347], [3.5192, 1.7190, 1.1648], [0.1999, 1.9537, 3.8640], [1.4344, 0.6715, 4.0851], [1.8490, 2.3614, 4.4179], [2.2218, -2.5448, 1.3978], [1.8311, -4.0827, 2.2116], [0.5708, -3.1973, 1.3056], [2.1540, -1.6739, 5.0240], [2.7109, -3.2392, 4.3742], [3.1609, -1.7265, 3.5394], [-0.2520, -2.5612, 4.9297], [-0.8832, -3.2313, 3.3754], [0.3777, -4.0978, 4.2849], [-2.8877, -1.4446, 1.6910], [-4.4077, -0.5879, 2.0362], [-3.2918, 0.0214, 0.7762], [-2.0999, 0.3458, 4.8877], [-3.6785, -0.3987, 4.5459], [-2.1871, -1.2557, 4.1078], [-2.9618, 2.4139, 3.6115], [-3.4754, 2.2146, 1.9189], [-4.4738, 1.5570, 3.2306]]}